Record 1
Below is a structure of composition C31H43FeN5PS at a distorted geometry, with properties calculated with ωB97M-V/def2-TZVPD.

Properties
HOMO-LUMO gap   7.81 eV
Total energy   -94801.933 eV
Total charge   +1
Energy above the lowest of the compared OMol25 structures with the same formula, charge and spin   63.6 kJ/mol
HOMO level   -10.7 eV

Geometry as XYZ:
```
82
Properties=species:S:1:pos:R:3:forces:R:3:lowdin_charge:R:1
Fe -0.21942 0.46793 0.91553 -0.462 0.990 0.636 0.089
C -0.41812 2.54055 1.61878 0.190 -0.076 -0.111 -0.261
C 0.21903 1.78532 2.63985 -0.121 0.099 0.087 -0.261
C -0.63370 0.74069 3.04042 0.005 -0.020 -0.019 -0.291
C -1.85162 0.87596 2.29433 -0.200 -0.090 -0.090 -0.287
C -1.72288 1.98604 1.43651 -0.046 0.009 0.077 -0.275
C -2.86267 2.67315 0.75061 0.004 -0.021 -0.027 -0.023
C -3.12744 0.14231 2.57923 0.061 -0.105 -0.083 -0.020
C -0.40733 -0.19039 4.18955 -0.017 0.006 0.015 -0.036
C 1.49506 2.17829 3.30976 0.046 -0.054 -0.060 -0.005
C 0.05256 3.89387 1.17010 -0.050 0.046 0.046 -0.024
H -2.58846 3.12982 -0.20106 -0.010 -0.022 -0.006 0.067
H -3.22704 3.47548 1.39760 0.012 0.015 -0.011 0.105
H -3.70332 2.00057 0.58283 -0.004 0.012 0.012 0.074
H -2.94193 -0.75370 3.17128 -0.001 -0.014 -0.026 0.080
H -3.64844 -0.16026 1.66912 -0.032 0.031 0.018 0.065
H -3.81185 0.77789 3.14604 0.010 -0.014 0.032 0.098
H -0.78886 -1.19068 3.99012 -0.003 -0.002 -0.006 0.051
H -0.91138 0.18607 5.08319 0.014 0.006 0.003 0.098
H 0.65202 -0.28153 4.42964 0.000 -0.026 -0.016 0.078
H 1.26671 2.90522 4.09339 0.016 -0.016 0.019 0.105
H 2.19644 2.65623 2.62652 -0.010 0.013 0.001 0.075
H 1.99566 1.33407 3.78270 0.012 -0.006 -0.021 0.081
H -0.65118 4.36394 0.48485 0.005 -0.013 -0.005 0.074
H 1.03013 3.88446 0.68586 -0.003 0.002 -0.001 0.068
H 0.13845 4.55567 2.03577 0.006 0.010 -0.006 0.097
N 4.90462 -2.84465 2.64754 -0.010 0.004 -0.003 0.187
C 4.44037 -1.90576 2.17716 0.018 -0.026 0.004 -0.162
C 3.85903 -0.73899 1.57527 -0.004 0.061 0.061 -0.194
C 4.65031 0.27463 1.05019 0.014 -0.017 0.030 0.010
C 4.01032 1.35249 0.47114 -0.034 0.030 0.025 -0.026
C 2.62614 1.36905 0.43235 0.027 0.010 0.002 -0.120
N 1.85376 0.39799 0.92822 0.059 -0.558 -0.408 0.022
C 2.47625 -0.63977 1.49290 0.004 0.126 0.080 -0.106
H 5.72875 0.21150 1.09916 0.000 0.004 0.005 0.134
H 4.56766 2.17918 0.05441 -0.005 0.001 -0.009 0.121
H 2.11078 2.21220 0.00327 -0.013 0.017 0.005 0.082
H 1.86402 -1.42742 1.90559 0.019 -0.028 -0.018 0.064
C -0.32402 -1.67477 -2.71385 -0.025 -0.032 -0.008 -0.144
C 0.11071 -0.21105 -2.72097 -0.163 -0.155 0.013 -0.371
P -0.66519 0.77374 -1.38681 0.333 0.344 0.037 0.998
C -2.43876 0.72796 -1.93449 0.001 -0.138 0.087 -0.376
C -2.84872 1.52158 -3.17202 -0.016 0.042 0.027 -0.119
C -0.06372 2.47210 -1.80895 -0.193 -0.041 -0.077 -0.360
C 0.10154 2.93941 -3.25530 0.048 -0.025 -0.003 -0.121
H 0.29631 -2.26688 -3.38722 0.017 0.003 0.022 0.083
H -1.35505 -1.78054 -3.05866 0.003 0.003 -0.017 0.066
H -0.24144 -2.10856 -1.71755 -0.004 0.015 -0.005 0.026
H -0.14930 0.23893 -3.68097 0.030 0.044 0.006 0.075
H 1.19040 -0.11437 -2.60426 0.002 -0.064 0.044 0.062
H -3.05585 1.02042 -1.08517 -0.018 -0.011 -0.028 0.048
H -2.65878 -0.32652 -2.12915 0.066 0.007 -0.044 0.045
H -2.89050 2.58947 -2.95932 0.038 0.010 -0.019 0.075
H -3.84197 1.21495 -3.50107 -0.015 0.018 0.022 0.080
H -2.16585 1.36522 -4.00522 -0.019 -0.040 -0.015 0.066
H 0.90875 2.51993 -1.32508 0.010 0.053 0.016 0.040
H -0.69719 3.16760 -1.25811 0.022 -0.005 -0.017 0.054
H 0.70335 2.24978 -3.84619 0.011 -0.003 0.006 0.068
H 0.61912 3.89977 -3.25993 0.000 0.001 0.003 0.080
H -0.84591 3.08370 -3.76443 -0.002 -0.002 -0.013 0.052
S -0.45455 -1.80376 1.32543 0.171 -0.139 -0.168 0.887
C -1.86234 -2.55377 0.82042 -0.088 0.045 0.090 -0.707
N -2.68211 -1.95782 -0.09144 0.020 0.012 0.061 0.078
C -3.78761 -2.54943 -0.59278 -0.019 0.003 0.022 -0.046
C -4.12903 -3.78461 -0.15107 0.009 0.001 0.007 -0.022
C -3.29535 -4.33906 0.84864 -0.037 0.021 -0.007 -0.085
N -2.22152 -3.76124 1.31983 0.096 -0.075 -0.115 0.090
H -2.40458 -1.02703 -0.37802 -0.021 0.020 -0.005 0.065
H -4.34659 -1.98539 -1.32677 0.000 0.004 0.003 0.137
H -4.99705 -4.30313 -0.52440 -0.011 0.007 0.012 0.113
H -3.54533 -5.30141 1.28308 0.009 -0.009 -0.012 0.125
C 3.97591 -3.68155 -2.24411 -0.021 -0.008 0.014 -0.057
C 4.16410 -2.30925 -2.29863 0.004 -0.001 0.015 -0.050
C 3.25013 -1.49220 -1.65258 0.000 0.004 -0.060 -0.161
N 2.19435 -1.94156 -0.97286 0.238 -0.309 -0.237 0.055
C 2.03099 -3.26486 -0.93062 0.025 0.010 0.147 -0.153
C 2.88343 -4.16907 -1.54556 0.023 0.009 -0.015 -0.046
H 4.66791 -4.35538 -2.73151 -0.004 0.000 -0.006 0.113
H 5.00190 -1.87661 -2.82816 -0.003 0.000 -0.009 0.108
H 3.37521 -0.41385 -1.68666 -0.007 0.000 0.004 0.098
H 1.18029 -3.61788 -0.35586 -0.017 0.000 -0.027 0.087
H 2.69150 -5.23042 -1.47137 0.012 -0.003 0.016 0.110
```
Positions in Å, forces in eV/Å.

Record 2
Below is a structure of composition C31H43MgN3SbSe, with properties calculated with ωB97M-V/def2-TZVPD.

Properties
HOMO-LUMO gap   4.74 eV
Total energy   -114647.059 eV
Total charge   -1
HOMO level   -2.5 eV

Geometry as XYZ:
```
80
Properties=species:S:1:pos:R:3:forces:R:3:lowdin_charge:R:1
Mg -0.03125 -0.20641 2.67962 0.076 -0.139 -0.261 -0.054
C 1.55640 -1.18329 -3.03819 -0.046 -0.076 0.014 -0.013
C 1.68954 -2.66855 -2.83415 -0.035 0.057 -0.001 -0.201
C 1.43829 -3.55281 -3.87951 0.033 0.012 -0.011 -0.049
C 1.48195 -4.92648 -3.69372 0.005 -0.007 0.026 -0.089
C 1.79026 -5.44591 -2.44498 0.007 0.012 -0.020 -0.087
C 2.05884 -4.58042 -1.39580 0.051 -0.012 0.002 -0.026
C 2.00835 -3.20304 -1.58138 0.014 -0.005 -0.020 -0.228
N 2.24210 -2.35720 -0.45757 -0.007 -0.026 0.028 0.134
C 1.20009 -1.86849 0.32542 -0.030 0.042 -0.100 -0.357
N 0.04448 -2.56692 0.19073 -0.002 0.097 0.044 0.152
C -1.28397 -2.30383 0.66026 -0.004 0.046 -0.014 -0.242
C -1.54243 -1.40972 1.70169 0.027 -0.148 0.118 -0.159
C -2.89818 -1.28092 2.03845 -0.037 -0.039 -0.070 -0.162
C -3.91790 -1.97032 1.39295 0.035 0.039 0.023 -0.112
C -3.59999 -2.83972 0.36024 0.021 -0.027 -0.017 -0.082
C -2.27871 -3.02376 -0.02392 -0.011 -0.009 -0.047 -0.240
C -1.94720 -3.95942 -1.16192 -0.033 0.029 0.042 -0.054
N 1.36624 -0.85505 1.10906 -0.038 -0.034 0.211 0.061
C 2.61286 -0.16920 1.07987 -0.042 0.008 -0.057 -0.271
C 2.82053 0.83042 0.13273 0.007 -0.001 -0.017 -0.051
C 4.00245 1.55778 0.10847 -0.006 -0.011 0.009 -0.094
C 4.98660 1.28561 1.04547 -0.031 -0.008 -0.005 -0.098
C 4.77502 0.29259 1.99231 0.024 0.014 -0.008 -0.042
C 3.59921 -0.44815 2.03301 -0.008 -0.059 0.049 -0.217
C 3.35637 -1.46885 3.10427 0.034 0.058 -0.010 -0.055
H 1.73205 -0.91810 -4.08043 -0.024 -0.008 -0.004 0.082
H 2.24717 -0.61758 -2.41611 0.033 0.014 0.003 0.067
H 0.54473 -0.86066 -2.77323 0.030 0.028 0.019 0.075
H 1.19230 -3.14994 -4.85544 -0.001 -0.004 0.002 0.110
H 1.27354 -5.59066 -4.52304 -0.001 0.009 0.001 0.099
H 1.82674 -6.51608 -2.28805 -0.002 0.003 -0.001 0.100
H 2.30921 -4.95525 -0.41075 -0.010 0.012 -0.010 0.121
H 3.01630 -1.71126 -0.51629 0.044 -0.037 -0.004 0.133
H 0.10782 -3.31555 -0.47696 -0.017 0.001 0.048 0.082
H -3.17161 -0.60769 2.84774 -0.008 -0.008 0.018 0.087
H -4.95257 -1.83637 1.68925 0.003 0.005 0.006 0.090
H -4.38071 -3.38591 -0.15955 0.003 0.005 0.003 0.096
H -2.85811 -4.40167 -1.56440 0.003 0.005 -0.010 0.072
H -1.29869 -4.78570 -0.84907 -0.003 0.003 -0.004 0.079
H -1.43970 -3.43920 -1.98205 0.004 -0.018 -0.009 0.077
H 2.02749 1.04715 -0.57291 -0.023 -0.002 -0.013 0.081
H 4.14025 2.34077 -0.62737 0.003 -0.003 0.007 0.096
H 5.90845 1.85384 1.05126 0.000 -0.007 0.003 0.094
H 5.53552 0.09419 2.73883 -0.003 -0.002 -0.003 0.107
H 4.28377 -1.71252 3.62395 0.002 0.001 -0.007 0.074
H 2.92748 -2.38666 2.69778 -0.005 -0.006 0.001 0.074
H 2.64728 -1.04490 3.82898 -0.011 -0.025 -0.010 0.007
C 0.54821 4.09658 2.27214 0.026 0.142 -0.141 -0.195
C -0.02164 3.98776 0.85386 0.008 -0.045 0.079 -0.569
C -0.92730 5.16820 0.52349 0.026 -0.005 0.007 -0.158
Sb -0.85129 1.98624 0.67971 -0.059 0.095 -0.067 1.525
C -0.85629 1.72211 -1.49274 -0.001 0.000 0.019 -0.570
C -1.07667 2.96509 -2.34753 -0.010 -0.066 -0.014 -0.151
C -1.81287 0.58240 -1.84480 0.035 0.023 -0.026 -0.157
C -2.98052 2.25552 1.04323 0.077 0.021 0.073 -0.556
C -3.80193 3.11998 0.09423 0.002 -0.003 0.058 -0.143
C -3.12991 2.70267 2.49958 -0.070 -0.010 -0.041 -0.157
H 1.10151 5.03616 2.39085 -0.006 0.013 -0.019 0.070
H 1.20720 3.26468 2.52748 -0.046 0.017 0.041 0.007
H -0.24947 4.08305 3.01888 0.041 -0.031 0.005 0.060
H 0.81112 3.96875 0.13991 0.004 -0.001 -0.003 0.072
H -1.75111 5.23910 1.23697 0.004 -0.005 -0.009 0.058
H -1.35427 5.10925 -0.47836 -0.010 0.010 -0.010 0.047
H -0.36064 6.10462 0.59469 -0.019 -0.006 0.002 0.071
H 0.16336 1.36909 -1.68625 0.004 -0.008 0.010 0.042
H -2.07430 3.38568 -2.20876 0.019 -0.002 0.006 0.055
H -0.96928 2.72301 -3.41294 -0.008 0.016 0.006 0.070
H -0.35127 3.74528 -2.11012 -0.006 0.009 -0.018 0.058
H -2.85443 0.86455 -1.67134 0.013 -0.002 -0.005 0.063
H -1.62253 -0.31241 -1.24276 -0.006 0.036 -0.022 0.055
H -1.72133 0.30929 -2.90444 -0.026 -0.004 0.019 0.069
H -3.33703 1.22361 0.96975 -0.005 -0.005 -0.018 0.057
H -3.50609 4.16919 0.14058 0.007 -0.008 -0.014 0.056
H -4.86219 3.06716 0.37130 0.011 0.020 -0.004 0.073
H -3.71993 2.79213 -0.94232 -0.016 0.000 0.005 0.042
H -2.76229 3.72283 2.64074 -0.007 -0.015 0.010 0.058
H -2.57267 2.06262 3.18907 0.017 0.028 -0.003 0.052
H -4.18444 2.69073 2.79874 0.005 -0.001 -0.002 0.073
Se 0.73168 1.01687 4.53157 -0.029 0.010 0.129 -0.340
```
Positions in Å, forces in eV/Å.

Record 3
Below is a cluster of 2 separate species, C31H43N4O2 in total at a distorted geometry, with properties calculated with ωB97M-V/def2-TZVPD.

Properties
HOMO-LUMO gap   5.98 eV
Total energy   -42894.075 eV
Total charge   +1
Energy above the lowest of the compared OMol25 structures with the same formula, charge and spin   42.5 kJ/mol
HOMO level   -10.6 eV

Geometry as XYZ:
```
80
Properties=species:S:1:pos:R:3:forces:R:3:lowdin_charge:R:1
C 3.58584 -1.89110 -3.52051 0.227 -0.154 -0.319 -0.015
N 2.88263 -1.48615 -2.31818 0.201 0.325 0.934 -0.021
C 3.60667 -1.22300 -1.18465 1.446 -0.988 -0.671 -0.417
O 4.81094 -1.46353 -1.03714 -2.100 0.696 -0.140 0.083
C 2.68176 -0.58087 -0.18226 -0.001 -0.799 0.686 -0.161
C 3.07957 0.87422 0.07613 0.376 0.046 -0.102 -0.070
C 3.22927 1.64673 -1.21826 0.072 0.446 0.159 -0.225
C 4.43609 1.59085 -1.92505 -0.030 -0.090 -0.053 -0.038
C 4.57368 2.25180 -3.14335 -0.234 -0.004 0.015 -0.063
C 3.50271 2.98749 -3.66304 0.004 -0.101 0.185 -0.076
C 2.31326 3.08587 -2.93520 0.051 -0.020 -0.025 -0.077
C 2.18588 2.43993 -1.70377 0.119 -0.308 -0.215 -0.048
N 1.36544 -0.70526 -0.82601 -1.917 0.842 1.021 0.064
C 0.30315 -0.10407 -0.23503 1.868 -0.884 -0.380 0.008
C -0.87861 0.26624 -0.86193 -1.344 0.834 -0.250 -0.064
C -2.10170 0.46315 -0.22256 1.208 -1.398 -0.961 0.050
C -3.32525 0.34192 -0.98039 -1.393 0.141 -0.966 -0.196
C -4.54681 -0.02763 -0.34123 0.690 0.151 -0.158 0.000
C -5.70044 -0.30381 -1.07884 0.134 -0.005 -0.061 -0.055
C -5.68674 -0.22650 -2.47925 0.303 0.241 0.479 -0.047
C -4.50519 0.14022 -3.13730 0.198 0.104 0.255 -0.059
C -3.35262 0.42988 -2.40593 -0.117 -0.248 0.162 -0.022
C 1.42968 -1.39113 -2.14021 0.429 0.257 -1.215 -0.150
C 0.71793 -2.79503 -2.27909 0.301 0.334 0.624 -0.528
C 1.32990 -3.77768 -1.27953 -0.007 -0.200 -0.077 -0.023
C 0.88430 -3.31721 -3.70641 0.134 -0.145 -0.310 -0.047
C -0.77314 -2.66063 -2.02246 -0.331 -0.034 0.100 -0.047
H 4.49887 -1.28589 -3.62323 -0.347 -0.151 0.144 0.103
H 3.89323 -2.94962 -3.47066 -0.130 0.388 -0.076 0.103
H 2.94937 -1.72851 -4.39680 0.187 -0.033 0.242 0.096
H 2.69573 -1.18423 0.74184 0.014 0.300 -0.181 0.175
H 2.33797 1.34118 0.73575 0.208 -0.034 -0.053 0.117
H 4.04913 0.83497 0.59507 -0.335 0.062 -0.023 0.141
H 5.26399 1.00264 -1.51896 -0.255 0.225 -0.174 0.120
H 5.51519 2.17580 -3.68796 -0.263 0.099 0.121 0.112
H 3.60433 3.49130 -4.62505 -0.058 -0.123 0.289 0.108
H 1.47447 3.66419 -3.32353 0.271 -0.070 0.080 0.106
H 1.26619 2.52926 -1.11854 0.216 0.043 -0.217 0.107
H 0.42367 0.08969 0.83145 0.045 -0.060 -0.102 0.144
H -0.84940 0.39701 -1.93974 0.019 -0.563 0.118 0.102
H -2.16111 0.39668 0.85812 0.150 -0.273 0.060 0.081
H -4.53381 -0.15214 0.74423 -0.141 0.116 -0.272 0.121
H -6.61589 -0.59659 -0.55579 0.381 0.122 -0.207 0.116
H -6.59365 -0.42350 -3.05006 0.254 -0.031 0.162 0.116
H -4.48395 0.19365 -4.22995 0.013 0.026 0.447 0.115
H -2.44698 0.68730 -2.96282 -0.406 0.014 0.214 0.108
H 1.02410 -0.71937 -2.92081 -0.004 -0.153 0.249 0.168
H 1.18529 -3.43726 -0.24856 0.038 -0.057 -0.067 0.089
H 0.83384 -4.75225 -1.38380 0.121 0.220 0.081 0.101
H 2.40039 -3.93209 -1.46092 -0.182 0.055 0.064 0.092
H 0.59296 -2.55512 -4.44203 0.075 -0.163 0.065 0.097
H 1.90285 -3.65557 -3.92335 -0.303 0.119 0.044 0.072
H 0.22759 -4.18670 -3.85808 0.140 0.285 0.126 0.100
H -1.22688 -1.91984 -2.69246 -0.023 -0.096 0.104 0.087
H -1.25633 -3.62804 -2.21907 0.090 0.275 0.077 0.102
H -0.98735 -2.38791 -0.98614 -0.055 -0.022 -0.094 0.085
C 0.42855 -1.33484 4.59054 0.252 -0.371 0.087 -0.042
N 0.07166 0.06580 4.54764 0.060 -0.027 -0.354 -0.154
C 0.90412 0.95695 5.34203 -0.130 0.200 0.214 -0.043
C -0.84871 0.42896 3.61690 0.328 -0.583 0.442 -0.403
C -1.39395 1.85396 3.65853 0.564 -0.435 -0.133 -0.259
C -1.87283 2.28044 5.06828 -0.028 0.169 -0.040 -0.120
C -3.37582 2.57061 4.94020 -0.252 0.028 -0.467 -0.133
C -3.74760 2.26786 3.45420 -1.236 0.250 0.753 -0.207
N -2.53636 1.89784 2.81885 0.170 0.668 -0.470 -0.035
O -1.27224 -0.39803 2.80342 0.096 0.528 -0.137 0.007
H -0.27347 -1.88543 3.95961 0.263 0.045 0.267 0.085
H 1.45074 -1.47677 4.21232 -0.138 -0.086 0.080 0.092
H 0.38206 -1.70690 5.62183 0.044 0.086 -0.187 0.099
H 0.79623 2.00434 5.03683 -0.013 -0.343 0.058 0.086
H 0.65994 0.87952 6.41190 0.023 0.040 -0.249 0.100
H 1.95780 0.67004 5.22746 -0.210 0.061 -0.070 0.094
H -0.56654 2.51301 3.33198 -0.214 -0.010 -0.024 0.146
H -1.70454 1.49317 5.81149 0.126 0.211 -0.212 0.112
H -1.33362 3.18345 5.37729 -0.071 -0.305 0.064 0.115
H -3.95451 1.92257 5.61278 0.135 0.364 -0.180 0.110
H -3.58616 3.62248 5.17688 -0.037 -0.405 0.017 0.110
H -4.49680 1.45687 3.44396 0.125 0.131 -0.110 0.106
H -4.22303 3.14447 2.98916 0.083 -0.122 0.078 0.109
H -2.49697 1.71592 1.82924 0.050 0.348 0.638 0.083
```
Positions in Å, forces in eV/Å.